(1)
Molecular formula: C64H84N3O7PSb2SiSn
Method: DFT, ωB97M-V/def2-TZVPD

Output
HOMO level (eV): -2.74
Molecular weight (g/mol): 1428.7
Net charge: -2
LUMO energy (eV): 3.638
Frontier orbital gap (eV): 6.3755
E_tot (Eh): -4505.8634

Structure (XYZ):
```
163
Properties=species:S:1:pos:R:3:forces:R:3
Sb 5.597376 1.553393 0.232157 0.2754 -0.0970 -0.0894
Sb 2.156315 3.206924 1.216560 0.2432 0.2540 0.1401
Sn -0.578257 -0.256180 0.214640 0.0575 0.3840 0.2915
P -3.310582 -2.015557 -1.999805 -0.0276 0.0063 -0.2233
Si -3.242435 2.383663 4.059210 -0.1925 0.1390 0.2789
O 3.483698 1.161430 -1.068004 -0.3404 -0.1746 0.2084
O -1.633131 1.604431 -0.929476 0.1670 -0.3122 0.0025
O 4.384440 1.814362 -3.001489 0.0530 0.0179 -0.1691
O -1.914322 -1.478760 -1.971747 0.0763 0.1634 0.2712
O -2.413454 2.614395 -2.756674 -0.0928 -0.0467 -0.0814
O -1.278167 -1.964434 1.462117 0.0721 0.1968 -0.4689
O 0.725917 1.140851 -6.357742 -0.0282 -0.0244 -0.0611
N 0.932677 1.699238 -2.246912 -0.0492 -0.0776 -0.1692
N 1.689434 -4.466599 -1.912762 0.0614 -0.0407 0.0609
N 1.040951 -2.447904 -1.336326 0.0745 -0.2379 0.0263
C 0.814742 1.333091 -5.001055 0.0091 -0.0126 0.0370
C -3.395755 -5.801566 0.574079 0.0087 0.0675 0.0015
C -2.150943 -5.593176 -0.309062 -0.1041 0.0348 0.0125
C -5.698034 -1.619861 -0.329904 0.0078 0.0631 -0.0036
C 1.680012 -3.717855 -3.071196 -0.0215 0.0416 -0.0913
C -1.611357 0.991979 1.906147 -0.1592 0.0351 0.0032
C 3.849922 4.587659 1.240805 -0.0148 -0.1528 -0.1178
C -4.828812 1.428563 4.417884 0.1242 -0.0860 -0.0027
C 6.077657 -1.475234 -0.512688 0.0153 -0.0622 0.0312
C 2.029016 1.334215 -4.342904 0.1558 -0.0618 0.0081
C 0.253548 5.547915 1.446141 0.0060 -0.0365 0.0600
C 6.983462 -0.973148 -3.075589 0.0367 -0.0054 0.0256
C -5.637245 -2.323991 -5.482637 0.0273 -0.0430 0.0453
C 3.425447 1.485986 -2.282925 0.1206 0.3469 0.0367
C 0.831148 4.843932 3.654383 0.0256 -0.0350 0.0079
C 7.410890 1.377154 1.551018 -0.0737 -0.0031 -0.0251
C -3.247918 -3.842398 -1.751392 -0.0078 0.1163 0.0827
C -3.304081 -3.354617 -5.568543 -0.0849 0.1373 0.0009
C 6.164072 6.167948 1.177475 -0.0052 -0.0650 -0.0021
C 9.273127 2.521481 2.626449 -0.0064 0.0106 0.0145
C -4.533662 0.347219 -1.418337 0.1089 -0.0035 0.0665
C 4.143472 1.367643 2.958472 0.1599 -0.0775 0.0408
C 2.820026 2.131086 2.988053 -0.1954 -0.0714 -0.1249
C -4.523258 -4.593835 -1.311986 0.0217 0.0815 0.1213
C -5.333464 -2.445792 -3.989470 0.0134 0.1444 -0.0765
C 1.178847 -4.107730 0.520358 -0.1057 0.0887 -0.1139
C -2.069419 -4.152949 -0.805782 0.0900 -0.1006 -0.0331
C 6.232063 -0.157829 -0.920527 -0.1448 0.2070 -0.1332
C 9.075853 0.140198 2.824577 -0.0460 -0.0107 0.0005
C 0.972585 4.689022 2.280981 -0.1987 -0.1403 -0.1932
C -3.721961 4.139638 3.589236 0.0876 -0.0743 -0.1629
C -4.346408 -1.062889 -0.828041 0.0158 -0.0851 -0.1837
C 6.699311 0.077273 -2.213538 0.0727 -0.0005 -0.0077
C -6.702706 -0.492130 -0.068279 0.0339 -0.0249 0.0390
C 6.373831 -2.532784 -1.362839 0.0051 -0.1113 -0.0057
C -0.654554 6.714289 3.339678 0.0065 0.0106 -0.0109
C -4.620033 -3.120522 -6.323694 0.0091 -0.0070 0.0479
C -3.024859 -2.025136 3.113095 0.0941 0.0329 -0.0550
C -4.507827 -4.812788 0.201304 0.0645 -0.1359 -0.1509
C -4.946298 1.307576 -0.303484 0.0209 -0.0710 -0.0207
C -0.234684 1.737063 -2.906628 0.2464 -0.1152 0.3136
C 2.047041 1.513567 -2.965280 -0.2683 -0.1390 0.1896
C 5.521650 5.823555 -0.003693 -0.0136 0.0435 -0.0049
C 4.454479 0.498439 1.732564 -0.1819 0.0542 -0.0494
C -0.341563 1.541543 -4.278198 -0.1464 0.0223 0.0235
C -2.903937 -2.137436 -4.736746 -0.0435 -0.1674 0.0203
C 5.637486 5.746910 2.391955 0.0147 0.0175 0.0121
C 9.761417 1.315563 3.108081 0.0250 -0.0043 -0.0053
C -0.782289 -3.080429 3.535207 -0.0277 0.0495 -0.1215
C -2.323661 2.476996 5.703363 0.0585 -0.1445 -0.0962
C -1.534393 2.010164 -2.128777 0.0819 -0.0006 -0.0064
C -1.523347 -1.939932 2.829958 -0.1419 0.0341 0.1872
C 0.036684 5.855733 4.181603 -0.0226 0.0065 0.0760
C -6.006217 0.675900 0.622159 -0.1100 0.0936 -0.1433
C 7.917523 0.178767 2.058064 0.0087 0.0590 0.0325
C -3.991603 -1.767720 -3.690990 0.1074 -0.0420 0.1736
C 1.270307 -2.477336 -2.689209 -0.0207 -0.0058 0.0275
C 4.484342 4.973176 2.418978 -0.0622 -0.0029 -0.0133
C 1.300748 -3.649203 -0.891485 0.0934 -0.0157 -0.0805
C 4.380477 5.033030 0.031120 -0.1132 0.0396 0.0296
C -2.263409 1.565348 2.773923 0.1066 0.0133 -0.0374
C 8.112228 2.544066 1.859070 -0.0676 -0.0291 0.0068
C 6.814377 -2.285096 -2.654519 -0.0164 -0.0063 0.0042
C -0.555300 6.549410 1.964578 0.0407 0.0082 -0.0125
H 3.904882 4.738720 -0.898561 0.0758 -0.0421 -0.0259
H -1.131631 -4.048945 3.159936 0.0159 -0.0051 0.0023
H 5.077959 -0.335555 2.060583 -0.0161 -0.0457 -0.0810
H 0.289455 -3.000080 3.340226 -0.0114 -0.0307 0.0295
H -3.132414 -5.664592 1.625857 0.0001 -0.0151 0.0045
H -7.138117 -0.146377 -1.011123 -0.0297 -0.0201 0.0061
H 6.243758 -3.554219 -1.020604 -0.0376 0.0170 -0.0084
H -2.964738 -4.189281 -2.753125 -0.0175 -0.0028 -0.0081
H -2.508148 -3.594378 -6.276520 0.0092 -0.0570 0.0245
H 4.137547 0.707147 3.833576 0.0668 0.0864 0.0868
H -6.124522 -1.968963 -3.404456 -0.0096 -0.0642 0.0343
H -2.733281 -1.288240 -5.402974 -0.0007 0.0134 0.0209
H -5.317287 2.232108 -0.750868 0.0082 -0.0027 -0.0068
H -4.547057 -5.573461 -1.803322 -0.0200 0.0134 -0.0300
H 1.621730 1.048729 -6.697920 0.0050 -0.0128 0.0216
H -5.434854 1.928150 5.179237 0.0508 0.0393 0.0035
H -1.954083 -2.320337 -4.230251 0.0376 0.0795 -0.0479
H -1.171211 -1.000597 3.286000 -0.0050 -0.0337 -0.0526
H 0.395572 -3.517771 1.002550 -0.0082 -0.0293 0.0073
H -3.651264 -0.956663 0.016579 -0.0832 -0.0639 0.1067
H 4.073884 4.666609 3.375555 0.0505 -0.0320 0.0127
H 0.920506 -5.168329 0.567016 0.0102 0.0251 0.0237
H 4.971456 2.068718 3.120142 -0.0217 0.0081 0.0290
H -5.535026 -2.152252 0.608723 -0.0294 -0.0722 -0.0300
H -6.652430 -2.667232 -5.696365 -0.0103 0.0404 -0.0183
H -5.048068 -4.087463 -6.603694 -0.0014 0.0145 -0.0408
H -5.595245 -1.263825 -5.748448 -0.0194 -0.0066 -0.0139
H -2.960502 2.880937 6.495440 -0.0469 0.0072 -0.0493
H 1.112384 -1.604856 -3.299582 0.0111 0.0931 -0.0310
H -5.310595 -3.503238 -3.712891 -0.0305 -0.0001 0.0171
H 3.556640 0.093559 1.257312 0.0314 0.0476 0.0340
H 6.132473 6.012980 3.319239 -0.0056 -0.0004 0.0020
H -4.593064 0.422350 4.774883 -0.0120 0.0062 -0.0152
H 1.990265 -5.418807 -1.820575 -0.0258 -0.0300 0.0048
H -1.120282 7.189572 1.297088 0.0248 0.0084 -0.0010
H -0.946047 -3.039866 4.616706 0.0129 -0.0392 -0.0085
H -5.292477 0.323754 -2.208420 0.0011 -0.0501 0.0117
H -1.136006 -3.979854 -1.340307 -0.0562 0.0454 0.0064
H 5.922097 6.154015 -0.954990 0.0020 -0.0394 -0.0043
H -5.427831 -4.072206 -1.618270 -0.0040 -0.0573 -0.0146
H -5.432357 1.325976 3.519037 -0.0915 -0.0080 -0.1069
H 2.110133 -3.954891 1.061167 0.1383 0.0207 0.0908
H -3.435226 -2.937619 2.666118 0.0085 -0.0257 0.0039
H -2.043118 -3.469830 0.049284 -0.0055 0.0220 -0.0052
H 2.836821 2.830345 3.826634 -0.0245 0.0136 -0.0089
H -3.230713 -2.036378 4.189169 -0.0479 0.0271 -0.0234
H 7.000396 -3.108263 -3.335651 0.0475 0.0063 0.0220
H -6.747088 1.421593 0.922487 0.0603 0.0151 0.0973
H 10.670614 1.289285 3.698265 -0.0087 0.0026 0.0155
H -3.606479 0.707079 -1.858580 -0.0517 0.0711 -0.0404
H -1.315200 1.565448 -4.746441 0.0176 0.0633 -0.0181
H -2.828662 4.707790 3.320088 -0.0016 0.0235 -0.0046
H -1.280720 7.496967 3.751575 -0.0142 -0.0177 0.0086
H 9.795164 3.445866 2.850804 0.0000 0.0015 -0.0053
H 6.799531 1.095967 -2.566305 -0.0685 -0.0205 -0.0295
H 2.000178 1.433493 3.181759 -0.0449 -0.0045 -0.0027
H 1.330149 4.158811 4.329465 0.0241 0.0412 0.0552
H -5.529852 0.306656 1.531594 0.0227 -0.0357 0.0992
H -4.418364 -2.582204 -7.253485 0.0027 -0.0253 -0.0092
H -1.984300 1.484267 6.011317 -0.0019 0.0254 -0.0102
H 5.702204 -1.691549 0.477767 -0.0811 -0.0631 0.0824
H -4.225237 4.657412 4.410497 -0.0036 -0.0484 0.0284
H -1.250681 -5.838207 0.257761 -0.0050 -0.0446 -0.0463
H -3.764164 -6.826630 0.464139 0.0101 -0.0067 0.0312
H 9.443338 -0.807789 3.203344 0.0164 0.0024 -0.0039
H -1.447801 3.116731 5.614680 0.1402 0.0731 -0.0134
H -4.045531 1.562953 0.256744 -0.0027 0.0730 0.0263
H -3.413602 -4.220994 -4.909916 0.0338 -0.0288 -0.0264
H -6.132202 -2.330277 -1.035353 -0.0113 0.0195 0.0025
H -5.475888 -5.182381 0.548258 -0.0149 0.0680 0.0406
H -3.515290 -1.157904 2.665329 -0.0430 -0.0158 0.0310
H 7.081748 6.744060 1.152606 -0.0270 0.0473 -0.0003
H -0.053696 5.966921 5.256653 -0.0049 -0.0209 0.0003
H 2.974233 1.190823 -4.854951 -0.0200 0.0535 -0.0090
H 7.731548 3.496707 1.497967 0.0448 0.0066 -0.0116
H -2.187565 -6.272841 -1.169000 0.0426 -0.0113 0.0064
H -4.386945 4.140132 2.721524 0.0231 0.0009 0.0047
H 1.964752 -4.126917 -4.025134 -0.0112 0.0013 0.0129
H 0.314222 5.412096 0.370503 -0.0494 0.0410 -0.0013
H 7.396294 -0.750747 1.850357 0.0573 -0.0184 -0.0206
H -4.139223 -0.685522 -3.730774 -0.0091 -0.0142 -0.0435
H 7.311712 -0.767488 -4.088065 0.0105 0.0183 0.0024
H -4.319286 -3.857583 0.691753 -0.0356 -0.0040 0.0581
H -7.527453 -0.880361 0.536452 -0.0018 0.0229 0.0074
```
Forces are in eV/Å.



(2)
Molecular formula: C2H7N2O
Method: DFT, ωB97M-V/def2-TZVPD

Output
HOMO level (eV): -2.12
Energy above the lowest of the compared OMol25 structures with the same formula, charge and spin (kcal per mole): 24.81
Molecular weight (g/mol): 75.1
Net charge: -1
LUMO energy (eV): 4.555
Frontier orbital gap (eV): 6.6720
E_tot (Eh): -265.1208

Structure (XYZ):
```
12
Properties=species:S:1:pos:R:3:forces:R:3
O 1.162151 -1.732739 0.711199 0.4306 0.4184 -0.1891
N -0.886670 2.480227 -0.317679 -1.3747 0.3223 0.4463
N 0.690089 0.801215 0.243785 -2.6659 1.1303 0.7449
C -0.439910 1.366443 0.472882 3.6696 -1.2159 -1.2269
C 0.417769 -2.215010 -0.366024 -0.4067 -0.0912 0.6380
H 1.102179 -0.712725 0.649687 -0.2601 0.2647 0.0886
H -0.156650 2.772800 -0.933636 0.5810 0.1937 -0.1633
H 0.828066 -2.047822 -1.372222 0.4208 -0.1237 0.1261
H 0.346723 -3.268114 -0.110872 -0.3700 -0.5179 -0.7592
H -1.259383 3.249921 0.240670 0.1524 -0.1558 -0.2023
H -0.593307 -1.774615 -0.417541 0.0728 -0.1002 0.1843
H -1.211057 1.080418 1.199751 -0.2499 -0.1248 0.3126
```
Forces are in eV/Å.



(3)
Molecular formula: C3H5O2S
Method: DFT, ωB97M-V/def2-TZVPD

Output
HOMO level (alpha / beta) (eV): -13.40 / -12.90
Energy above the lowest of the compared OMol25 structures with the same formula, charge and spin (kcal per mole): 85.99
Molecular weight (g/mol): 105.1
Net charge: +1
LUMO energy (alpha / beta) (eV): -6.351 / -5.945
Frontier orbital gap (alpha / beta) (eV): 7.0531 / 6.9509
E_tot (Eh): -665.4871

Structure (XYZ):
```
11
Properties=species:S:1:pos:R:3:forces:R:3
S 2.694554 0.814781 -0.914366 -0.0445 -1.1794 -0.2491
O -0.099864 1.048682 -2.421966 -1.0732 -0.6603 1.2010
O -1.542041 0.199829 -0.799066 0.0623 -2.0696 -1.3539
C -2.300224 0.553552 0.210605 -0.9057 2.7539 0.8705
C 1.597919 0.055960 0.074039 1.5353 -0.5846 -3.4775
C -0.498162 0.615194 -1.406774 2.1675 0.5424 -0.3306
H 3.025684 -0.355253 -1.593261 0.0343 1.0206 0.5355
H -2.407612 1.663538 0.177959 -0.3703 -1.1189 0.8859
H -2.796170 -0.162873 0.883829 0.6129 0.1960 -0.8412
H 1.012490 0.457730 0.750819 -2.2852 3.1469 3.2966
H 1.574718 -0.967703 0.242611 0.2666 -2.0472 -0.5370
```
Forces are in eV/Å.



(4)
Molecular formula: C4H12N4
Method: DFT, ωB97M-V/def2-TZVPD

Output
HOMO level (eV): -7.32
Energy above the lowest of the compared OMol25 structures with the same formula, charge and spin (kcal per mole): 114.16
Molecular weight (g/mol): 116.2
LUMO energy (eV): 1.031
Frontier orbital gap (eV): 8.3475
E_tot (Eh): -378.4563

Structure (XYZ):
```
20
Properties=species:S:1:pos:R:3:forces:R:3
N 1.560374 1.192121 -0.239145 0.0272 -0.5395 0.3466
N -1.457953 0.848576 -0.919977 0.2030 0.2823 -0.3980
N 0.770434 0.012547 0.295508 0.0155 0.2801 -0.3028
N 1.618432 -1.125632 0.289202 -0.0373 0.2950 0.0753
C -0.805832 -0.300279 -0.922976 -0.6838 0.3940 0.1756
C -1.417054 -1.564976 -0.399664 0.0873 -0.0102 0.0305
C 0.838055 2.137799 -0.699409 -0.7760 -0.3433 -0.0126
C 0.294795 0.286272 1.645869 0.1747 0.0279 -0.1479
H -0.479103 1.050383 1.590293 0.0159 0.0225 -0.0315
H 1.488369 2.931942 -1.085552 -0.0375 -0.0349 0.0401
H -0.107720 -0.427390 -1.751058 0.1651 0.1133 0.1633
H 1.113109 0.657789 2.269550 -0.0062 0.0145 -0.0181
H 2.530604 -0.810747 0.631115 -0.0652 -0.0138 -0.0363
H 1.774334 -1.356879 -0.689682 -0.0194 0.0401 0.0289
H -0.106555 -0.627135 2.080766 0.0053 -0.0183 -0.0617
H -0.589512 1.763380 -0.889279 0.7131 0.0240 -0.0987
H -2.038023 -2.005634 -1.183312 0.0102 0.0335 0.0208
H -0.647713 -2.285419 -0.125856 0.0011 0.0011 -0.0068
H -2.295090 0.989995 -0.366711 0.2108 -0.5929 0.2697
H -2.043951 -1.366714 0.470320 -0.0039 0.0245 -0.0364
```
Forces are in eV/Å.



(5)
Molecular formula: C2H5Cl2P
Method: DFT, ωB97M-V/def2-TZVPD

Output
HOMO level (eV): -8.12
Energy above the lowest of the compared OMol25 structures with the same formula, charge and spin (kcal per mole): 20.96
Molecular weight (g/mol): 130.9
LUMO energy (eV): 0.528
Frontier orbital gap (eV): 8.6466
E_tot (Eh): -1340.9039

Structure (XYZ):
```
10
Properties=species:S:1:pos:R:3:forces:R:3
Cl 1.726913 1.403196 -0.690798 1.3061 1.0126 -0.4869
Cl -0.769621 2.012706 1.032529 -0.5729 1.1283 0.5350
P 0.257016 0.526964 0.303328 -0.2970 -5.5864 1.8170
C 0.346163 -0.897328 1.521712 1.5798 3.5982 -0.9437
C -0.655128 -0.139347 -1.104953 -0.9373 2.3807 -1.3532
H 1.159067 -0.582051 2.316906 -1.5666 -0.9879 -1.4242
H -0.069003 -0.410117 -2.006681 -0.0426 0.2339 0.8483
H -1.302412 -0.934269 -0.827396 -0.4414 -0.6927 0.4671
H -1.322210 0.753970 -1.393309 0.8040 -1.3867 0.0496
H 0.629215 -1.733725 0.848662 0.1679 0.3001 0.4910
```
Forces are in eV/Å.